The following is a DFT calculation (wB97M-V/def2-TZVPD) of a structure of composition C18H25F12O9Zr.

Values from the calculation:
DFT total energy, eV: -71351.488
Kohn-Sham gap, eV: 1.65
Energy relative to the best compared isomer or geometry (same formula, charge and spin), kcal per mole: 0.0
Charge: +3
LUMO, eV: -15.87

Last column: Mulliken charge in e.
Positions of all 65 atoms, in Å:
Zr -0.780 4.212 1.382  1.978
C 0.680 0.256 0.178  -0.434
C -0.173 1.368 -0.391  0.576
O 0.059 2.636 0.248  -0.413
H 1.723 0.344 -0.109  -0.106
H 0.229 -0.606 -0.319  -0.050
H 0.692 0.103 1.256  0.443
H -1.205 1.172 -0.079  0.000
H -0.038 1.579 -1.453  -0.023
C -2.520 -2.391 -3.307  -1.379
C -2.061 -1.232 -2.451  0.183
O -1.111 -0.485 -3.209  -0.150
C -1.436 0.626 -3.842  0.378
O -2.449 1.248 -3.705  -0.498
C -0.243 1.209 -4.680  0.893
F -0.648 1.836 -5.756  -0.205
F 0.393 2.111 -3.900  -0.252
F 0.631 0.250 -4.950  -0.211
H -3.182 -3.056 -2.754  0.392
H -1.648 -2.975 -3.607  0.329
H -2.995 -2.073 -4.234  0.371
H -1.522 -1.539 -1.553  -0.040
H -2.931 -0.663 -2.116  0.328
C 3.066 -0.629 -2.045  -0.553
C 3.450 -2.071 -1.871  -0.450
O 2.905 -2.296 -0.506  -0.131
C 2.633 -3.525 -0.101  0.346
O 2.859 -4.517 -0.731  -0.383
C 1.861 -3.576 1.242  0.885
F 0.563 -3.307 0.873  -0.249
F 1.796 -4.822 1.671  -0.209
F 2.199 -2.709 2.164  -0.206
H 3.446 0.023 -1.258  0.121
H 1.987 -0.520 -2.145  -0.056
H 3.499 -0.202 -2.954  0.504
H 4.515 -2.283 -1.812  0.351
H 3.018 -2.712 -2.638  0.396
C -6.360 -4.604 0.854  -1.062
C -6.347 -3.191 1.364  -0.237
O -4.950 -2.877 1.581  -0.173
C -4.567 -1.837 2.257  0.324
O -5.286 -1.134 2.924  -0.441
C -3.080 -1.469 2.058  0.990
F -2.513 -2.220 1.103  -0.239
F -2.868 -0.181 1.794  -0.255
F -2.433 -1.787 3.184  -0.248
H -6.320 -5.180 1.788  0.336
H -5.457 -4.944 0.346  0.317
H -7.272 -4.817 0.304  0.369
H -6.891 -3.050 2.303  0.359
H -6.690 -2.409 0.676  0.328
C 4.979 6.890 3.204  -1.328
C 3.685 6.141 2.889  -0.100
O 3.989 4.761 2.683  -0.140
C 3.022 3.957 2.384  0.295
O 1.837 4.276 2.491  -0.528
C 3.432 2.517 2.013  0.956
F 4.523 2.171 2.659  -0.205
F 2.442 1.671 2.308  -0.246
F 3.599 2.428 0.689  -0.231
H 5.671 6.926 2.362  0.357
H 5.485 6.424 4.049  0.356
H 4.819 7.942 3.434  0.397
H 3.258 6.606 1.999  0.275
H 3.031 6.211 3.759  0.300

Force components x, y, z for each atom (eV/Å):
Zr 5.07 -5.22 -2.81
C 0.38 0.06 -0.60
C -0.59 -0.30 1.13
O -2.55 5.96 3.92
H -0.09 -0.02 -0.19
H 0.37 -0.35 0.20
H -0.63 0.24 0.02
H -0.15 -0.30 -0.83
H -0.09 -0.33 -0.02
C 0.57 -0.51 -0.03
C -1.04 -0.57 0.29
O 0.98 0.57 -0.49
C -0.20 0.42 0.35
O -0.13 0.03 -0.11
C 0.02 -0.46 0.35
F -0.08 -0.31 -0.09
F 0.00 0.17 0.43
F -0.04 0.08 -0.39
H -0.10 0.12 -0.02
H -0.03 -0.08 0.06
H -0.21 0.21 0.19
H 0.04 -0.24 -0.14
H 0.25 0.50 -0.27
C 0.55 0.67 -1.08
C -0.01 0.44 0.73
O -0.42 -0.52 0.28
C 0.90 0.11 -0.97
O -0.16 0.01 0.33
C -2.13 -1.07 -0.62
F 0.32 0.68 -0.04
F 0.91 0.38 0.53
F 0.48 -0.09 0.02
H -0.01 -0.25 0.23
H -0.02 -0.09 0.07
H 0.01 -0.26 -0.13
H 0.03 0.22 -0.04
H -0.30 -0.23 0.39
C -0.20 -0.20 1.08
C 0.19 0.52 -0.14
O 1.29 -0.35 -0.34
C -1.71 0.97 0.01
O 0.56 0.03 -0.02
C 1.14 -1.90 0.54
F -0.30 0.62 -0.26
F -0.27 0.20 -0.18
F -0.15 0.48 0.12
H -0.31 -0.45 -0.22
H -0.09 0.44 -0.44
H 0.10 -0.12 -0.04
H -0.01 0.01 -0.02
H -0.22 -0.25 -0.16
C 0.38 -0.33 -0.13
C 0.73 2.27 0.96
O -0.23 -1.76 -1.20
C 0.36 0.85 1.02
O -2.29 0.25 -1.07
C 0.26 -0.40 -0.13
F -0.13 0.01 -0.27
F -0.14 0.15 0.39
F 0.29 0.30 0.03
H -0.09 -0.37 -0.09
H 0.02 0.08 0.02
H -0.49 -0.12 0.19
H -0.37 -0.52 -0.07
H -0.25 -0.04 -0.24